No. 1
{
  "formula": "C3H5NO2",
  "method": "ωB97M-V/def2-TZVPD",
  "lumo_energy_ev": 0.13,
  "max_force_ha_per_bohr": 0.0122,
  "energy_ha": -322.5444,
  "smiles": "CNC(=O)C=O",
  "species": ["C", "N", "C", "O", "C", "O", "H", "H", "H", "H", "H"],
  "coordinates": [[-1.024, 1.386, -0.143], [0.135, 0.523, -0.044], [0.019, -0.790, 0.240], [-1.015, -1.370, 0.529], [1.304, -1.603, 0.108], [2.178, -1.329, -0.679], [-1.886, 0.770, -0.413], [-1.243, 1.894, 0.804], [-0.858, 2.135, -0.922], [1.057, 0.890, -0.223], [1.331, -2.506, 0.743]],
  "nbo_charge": [-0.42, -0.59, 0.55, -0.59, 0.36, -0.49, 0.23, 0.20, 0.21, 0.41, 0.14]
}


No. 2
{
  "formula": "C28H32ClF13IN2O9P2S",
  "method": "ωB97M-V/def2-TZVPD",
  "lumo_energy_ev": -3.94,
  "max_force_ha_per_bohr": 0.0840,
  "energy_ha": -5009.4304,
  "total_charge": 1,
  "species": ["C", "C", "C", "C", "Cl", "C", "C", "N", "O", "C", "O", "C", "C", "C", "C", "C", "C", "C", "C", "C", "C", "F", "F", "C", "F", "F", "C", "F", "F", "C", "F", "F", "C", "F", "F", "C", "F", "F", "F", "N", "C", "S", "C", "O", "P", "O", "O", "O", "O", "C", "I", "P", "C", "O", "H", "H", "H", "H", "H", "H", "H", "H", "H", "H", "H", "H", "H", "H", "H", "H", "H", "H", "H", "H", "H", "H", "H", "H", "H", "H", "C", "C", "O", "H", "H", "H", "H", "H", "H"],
  "coordinates": [[0.260, 4.033, -2.245], [0.374, 2.724, -1.862], [-0.192, 2.155, -0.489], [-1.266, 3.188, 0.037], [-1.944, 2.735, 1.673], [-2.552, 3.311, -0.908], [-3.173, 4.776, -0.816], [-0.869, 0.823, -0.805], [-1.199, 0.843, -2.133], [-2.490, 0.468, -2.561], [-2.752, 0.855, -3.652], [-3.624, -0.349, -1.889], [-4.274, -0.130, -0.598], [-5.332, -1.046, -0.152], [-5.778, -2.176, -0.949], [-5.146, -2.369, -2.237], [-4.107, -1.483, -2.678], [-0.095, -0.436, -0.370], [0.714, -0.930, -1.599], [1.731, -2.123, -1.463], [3.226, -1.764, -1.790], [3.345, -0.961, -2.903], [3.945, -1.320, -0.707], [3.926, -3.146, -2.209], [3.463, -4.216, -1.496], [3.549, -3.352, -3.528], [5.505, -3.083, -2.208], [5.916, -3.893, -3.250], [5.993, -1.836, -2.531], [6.205, -3.659, -0.916], [5.511, -3.469, 0.248], [6.296, -5.023, -1.106], [7.685, -3.152, -0.671], [8.303, -4.150, 0.063], [8.422, -3.020, -1.804], [7.767, -1.867, 0.268], [6.764, -0.976, 0.031], [7.662, -2.225, 1.583], [8.942, -1.213, 0.137], [-1.243, -1.332, 0.036], [-1.331, -2.409, -0.554], [-1.459, -3.758, -1.381], [0.641, -0.234, 1.032], [1.907, -0.816, 1.194], [-0.346, -1.014, 2.483], [0.460, -0.657, 3.682], [-1.801, -0.299, 2.700], [-0.338, -2.660, 2.436], [0.791, 1.098, 1.493], [1.058, 2.080, 0.493], [3.011, 1.876, -0.509], [1.336, 3.698, 1.546], [3.140, 4.083, 1.750], [0.824, 3.402, 3.126], [0.409, 4.893, -1.549], [-0.007, 4.245, -3.303], [0.954, 2.091, -2.578], [-0.896, 4.233, 0.069], [-3.366, 2.617, -0.593], [-2.271, 3.168, -1.978], [-4.224, 4.771, -0.436], [-2.597, 5.439, -0.117], [-3.161, 5.286, -1.809], [-1.750, 0.851, -0.249], [-3.955, 0.703, 0.063], [-5.801, -0.881, 0.844], [-6.567, -2.869, -0.582], [-5.436, -3.217, -2.887], [-3.645, -1.662, -3.679], [1.290, -0.050, -2.005], [0.084, -1.230, -2.482], [1.696, -2.660, -0.479], [1.485, -2.935, -2.202], [1.855, -1.759, 1.430], [-2.200, 0.050, 1.884], [0.151, -3.013, 3.207], [3.606, 4.569, 0.856], [3.189, 4.869, 2.558], [3.767, 3.237, 2.144], [0.019, 3.923, 3.283], [-5.482, -0.049, 5.299], [-6.002, 0.097, 3.883], [-4.917, 0.264, 2.968], [-4.898, 0.828, 5.584], [-6.304, -0.170, 6.006], [-4.819, -0.915, 5.379], [-6.645, 0.974, 3.801], [-6.580, -0.785, 3.587], [-4.353, -0.516, 3.040]],
  "lowdin_charge": [0.04, -0.20, -0.35, -0.58, 0.76, -0.25, -0.08, 0.05, 0.02, -0.35, 0.20, -0.11, -0.02, -0.04, -0.04, -0.06, -0.04, -0.21, -0.08, -0.05, -0.39, 0.10, 0.05, -0.29, 0.14, 0.11, -0.27, 0.13, 0.13, -0.28, 0.14, 0.13, -0.28, 0.13, 0.16, -0.46, 0.14, 0.15, 0.17, 0.07, -0.69, 0.89, -0.45, 0.01, 0.60, -0.25, -0.14, -0.14, -0.16, -0.76, 1.17, 0.90, -0.37, -0.30, 0.09, 0.10, 0.09, 0.06, 0.08, 0.10, 0.08, 0.08, 0.08, 0.14, 0.08, 0.09, 0.11, 0.11, 0.13, 0.09, 0.14, 0.13, 0.13, 0.11, 0.01, 0.11, 0.03, 0.06, 0.04, 0.03, -0.08, -0.31, -0.12, 0.08, 0.08, 0.08, 0.12, 0.11, 0.06]
}


No. 3
{
  "formula": "C23H33F9N3O2P2",
  "method": "ωB97M-V/def2-TZVPD",
  "lumo_energy_ev": -2.99,
  "max_force_ha_per_bohr": 0.0464,
  "energy_ha": -2792.1423,
  "smiles": "CCCCC[C@]1(C(F)(F)C(F)(F)C(F)(F)C(F)(F)F)O[C@]([PH2]=N)([PH2]=O)[C@H](N=C(C)C)[N@H+]1Cc1cccc(C)c1",
  "total_charge": 1,
  "species": ["C", "C", "C", "C", "C", "C", "C", "F", "F", "C", "F", "F", "C", "F", "F", "C", "F", "F", "F", "O", "C", "P", "N", "P", "O", "C", "N", "C", "C", "C", "N", "C", "C", "C", "C", "C", "C", "C", "C", "H", "H", "H", "H", "H", "H", "H", "H", "H", "H", "H", "H", "H", "H", "H", "H", "H", "H", "H", "H", "H", "H", "H", "H", "H", "H", "H", "H", "H", "H", "H", "H", "H"],
  "coordinates": [[-0.447, -1.706, 6.150], [0.077, -1.049, 4.875], [-0.874, -1.213, 3.675], [-0.094, -1.424, 2.363], [-0.809, -0.657, 1.231], [-0.330, -1.003, -0.188], [-1.109, -2.084, -1.036], [-1.592, -1.534, -2.180], [-0.266, -3.044, -1.422], [-2.299, -2.802, -0.344], [-1.934, -3.316, 0.824], [-2.607, -3.847, -1.137], [-3.612, -1.960, -0.216], [-4.120, -2.190, 0.999], [-3.370, -0.638, -0.305], [-4.736, -2.314, -1.233], [-5.656, -1.365, -1.109], [-5.292, -3.460, -0.954], [-4.294, -2.277, -2.474], [0.982, -1.584, 0.014], [1.963, -1.057, -0.836], [2.919, -2.362, -1.784], [3.770, -3.355, -0.945], [3.270, -0.054, 0.043], [3.707, -0.736, 1.273], [1.155, -0.241, -1.895], [1.812, 0.879, -2.441], [2.476, 0.741, -3.535], [3.661, 1.625, -3.748], [2.113, -0.183, -4.665], [0.066, 0.214, -0.953], [-0.966, 1.182, -1.458], [-1.165, 2.315, -0.491], [-2.352, 2.445, 0.240], [-2.528, 3.518, 1.108], [-1.529, 4.476, 1.266], [-0.321, 4.340, 0.564], [0.775, 5.356, 0.733], [-0.153, 3.260, -0.308], [-1.513, -1.546, 6.303], [-0.232, -2.771, 6.183], [0.052, -1.276, 7.017], [0.253, 0.006, 5.079], [1.035, -1.510, 4.639], [-1.500, -2.080, 3.885], [-1.505, -0.326, 3.620], [0.889, -0.991, 2.514], [-0.028, -2.485, 2.157], [-1.869, -0.837, 1.376], [-0.662, 0.400, 1.446], [3.723, -1.599, -2.668], [1.978, -3.035, -2.598], [3.690, -3.194, 0.054], [2.658, 1.190, 0.325], [4.293, 0.079, -0.913], [0.740, -1.004, -2.560], [3.344, 2.471, -4.366], [4.020, 2.011, -2.803], [4.419, 1.101, -4.323], [1.231, 0.179, -5.187], [2.930, -0.207, -5.380], [1.959, -1.216, -4.364], [0.603, 0.781, -0.285], [-1.910, 0.698, -1.675], [-0.622, 1.610, -2.397], [-3.149, 1.722, 0.137], [-3.453, 3.635, 1.653], [-1.670, 5.324, 1.917], [0.465, 6.180, 1.366], [1.631, 4.886, 1.218], [1.124, 5.735, -0.224], [0.783, 3.172, -0.853]],
  "lowdin_charge": [-0.11, -0.25, -0.19, -0.16, -0.07, -0.22, -0.32, 0.14, 0.16, -0.35, 0.19, 0.17, -0.33, 0.18, 0.13, -0.60, 0.19, 0.23, 0.20, -0.07, -0.59, 0.74, -0.26, 0.75, -0.39, -0.32, 0.12, -0.36, -0.01, -0.01, 0.06, -0.03, -0.22, -0.03, -0.04, -0.01, -0.25, -0.04, -0.01, 0.07, 0.07, 0.07, 0.11, 0.11, 0.11, 0.11, 0.11, 0.12, 0.11, 0.13, 0.02, 0.03, -0.02, 0.03, 0.03, 0.13, 0.11, 0.08, 0.09, 0.11, 0.09, 0.06, 0.14, 0.12, 0.14, 0.10, 0.11, 0.12, 0.08, 0.09, 0.09, 0.12]
}